# 1
{"formula": "C60H55F10GaO4", "method": "the ωB97M-V functional and the def2-TZVPD basis", "elements": ["C", "C", "C", "O", "O", "C", "C", "Ga", "F", "C", "O", "O", "H", "H", "H", "H", "H", "H", "H", "H", "H", "H", "F", "C", "C", "C", "C", "C", "C", "H", "H", "H", "H", "H", "F", "C", "C", "C", "C", "C", "C", "H", "H", "H", "H", "H", "F", "C", "C", "C", "C", "C", "C", "H", "H", "H", "H", "H", "F", "C", "C", "C", "C", "C", "C", "H", "H", "H", "H", "H", "F", "C", "C", "C", "C", "C", "C", "H", "H", "H", "H", "H", "F", "C", "C", "C", "C", "C", "C", "H", "H", "H", "H", "H", "F", "C", "C", "C", "C", "C", "C", "H", "H", "H", "H", "H", "F", "C", "C", "C", "C", "C", "C", "H", "H", "H", "H", "H", "F", "C", "C", "C", "C", "C", "C", "H", "H", "H", "H", "H"], "positions_angstrom": [[-9.279, -1.893, -1.680], [-9.774, -1.269, -2.990], [-8.766, -0.738, -4.016], [-8.749, 0.434, -4.299], [-8.064, -1.636, -4.707], [-7.308, -2.704, -4.044], [-6.075, -3.104, -4.835], [-4.338, -2.913, -3.743], [-4.921, -3.539, -2.074], [-3.634, -0.985, -3.658], [-4.437, -0.068, -3.937], [-2.412, -0.816, -3.351], [-8.876, -1.140, -1.000], [-8.528, -2.665, -1.823], [-10.129, -2.362, -1.173], [-10.381, -0.395, -2.740], [-10.425, -1.981, -3.508], [-8.001, -3.558, -3.967], [-7.063, -2.399, -3.025], [-6.168, -4.162, -5.109], [-5.992, -2.503, -5.744], [-3.243, -4.005, -4.288], [3.944, 2.133, -3.708], [2.711, 1.537, -3.622], [2.138, 1.432, -2.373], [0.886, 0.836, -2.270], [0.233, 0.338, -3.393], [0.850, 0.461, -4.633], [2.096, 1.069, -4.762], [2.673, 1.807, -1.510], [0.412, 0.746, -1.300], [-0.749, -0.154, -3.316], [0.345, 0.071, -5.509], [2.581, 1.179, -5.724], [-1.517, 6.022, -8.755], [-0.746, 5.529, -7.755], [-0.859, 4.196, -7.420], [-0.058, 3.704, -6.399], [0.824, 4.543, -5.731], [0.910, 5.881, -6.088], [0.122, 6.389, -7.113], [-1.561, 3.562, -7.944], [-0.125, 2.661, -6.121], [1.439, 4.149, -4.932], [1.592, 6.540, -5.564], [0.172, 7.427, -7.413], [0.161, -3.356, -5.051], [0.896, -3.770, -4.015], [0.783, -5.082, -3.592], [1.568, -5.507, -2.529], [2.446, -4.632, -1.902], [2.529, -3.318, -2.345], [1.753, -2.875, -3.405], [0.079, -5.738, -4.085], [1.489, -6.532, -2.185], [3.054, -4.963, -1.073], [3.198, -2.617, -1.859], [1.800, -1.853, -3.752], [3.181, 2.685, 1.521], [3.236, 3.885, 0.897], [2.574, 4.955, 1.464], [2.632, 6.178, 0.810], [3.332, 6.308, -0.382], [3.984, 5.210, -0.926], [3.945, 3.982, -0.281], [2.024, 4.823, 2.385], [2.117, 7.031, 1.232], [3.361, 7.262, -0.891], [4.520, 5.300, -1.862], [4.446, 3.112, -0.684], [4.066, 4.447, 8.393], [3.843, 3.896, 7.176], [4.546, 4.381, 6.091], [4.321, 3.802, 4.850], [3.407, 2.765, 4.709], [2.715, 2.303, 5.820], [2.931, 2.867, 7.070], [5.250, 5.192, 6.224], [4.863, 4.162, 3.985], [3.243, 2.319, 3.739], [2.004, 1.493, 5.716], [2.414, 2.513, 7.951], [3.461, -5.692, 0.998], [3.109, -4.711, 1.859], [3.234, -3.394, 1.466], [2.868, -2.402, 2.364], [2.393, -2.731, 3.625], [2.277, -4.065, 3.991], [2.634, -5.071, 3.103], [3.601, -3.153, 0.478], [2.951, -1.364, 2.068], [2.111, -1.951, 4.319], [1.903, -4.328, 4.971], [2.544, -6.117, 3.361], [4.290, -1.387, 6.165], [4.736, -1.087, 7.400], [5.048, 0.225, 7.692], [5.500, 0.528, 8.968], [5.638, -0.473, 9.921], [5.320, -1.784, 9.596], [4.862, -2.104, 8.325], [4.936, 0.986, 6.932], [5.739, 1.554, 9.215], [5.991, -0.230, 10.914], [5.428, -2.568, 10.335], [4.602, -3.117, 8.048], [-9.875, -2.825, 1.702], [-11.162, -3.013, 2.025], [-12.007, -3.578, 1.089], [-13.337, -3.770, 1.432], [-13.804, -3.399, 2.686], [-12.932, -2.832, 3.605], [-11.598, -2.635, 3.281], [-11.619, -3.852, 0.118], [-14.012, -4.212, 0.711], [-14.844, -3.549, 2.944], [-13.291, -2.536, 4.583], [-10.897, -2.197, 3.979], [9.129, 3.325, -0.571], [8.298, 2.261, -0.470], [7.293, 2.112, -1.404], [6.449, 1.016, -1.293], [6.614, 0.103, -0.260], [7.633, 0.282, 0.665], [8.490, 1.369, 0.565], [7.177, 2.839, -2.196], [5.653, 0.884, -2.016], [5.947, -0.745, -0.177], [7.761, -0.426, 1.474], [9.293, 1.530, 1.272]], "forces_ev_per_a": [[-0.07, -0.14, 0.04], [-0.04, 0.23, 0.25], [-0.13, -0.32, 0.20], [-0.12, -0.08, -0.12], [0.47, 0.46, -0.19], [-0.29, -0.56, 0.10], [-0.03, -0.07, 0.16], [0.25, 0.17, -0.28], [-0.13, -0.06, 0.09], [-0.19, -0.20, 0.08], [-0.10, 0.14, -0.05], [0.30, 0.00, 0.08], [0.09, -0.02, -0.12], [-0.08, 0.09, 0.05], [0.02, 0.10, 0.02], [-0.05, -0.11, -0.06], [0.15, -0.03, -0.07], [0.04, 0.06, 0.14], [0.10, 0.27, -0.24], [-0.04, 0.12, -0.21], [-0.03, 0.00, 0.06], [-0.06, -0.12, 0.06], [0.07, 0.00, -0.10], [0.00, 0.00, 0.16], [-0.02, -0.03, 0.04], [0.04, -0.06, -0.02], [-0.06, -0.13, 0.01], [0.01, 0.10, 0.07], [0.05, 0.01, -0.17], [-0.06, 0.02, 0.03], [0.00, -0.01, 0.00], [-0.05, 0.18, -0.03], [0.00, -0.02, 0.01], [0.03, 0.00, 0.02], [0.01, -0.01, 0.00], [-0.01, 0.02, -0.02], [0.02, 0.00, -0.02], [0.00, -0.02, -0.01], [0.03, -0.02, 0.00], [0.01, 0.00, 0.00], [0.02, -0.01, 0.02], [-0.02, 0.01, 0.01], [-0.05, 0.02, 0.05], [-0.02, -0.02, 0.01], [0.00, 0.00, 0.00], [-0.02, 0.00, 0.00], [0.05, -0.01, -0.04], [-0.05, 0.00, 0.04], [0.01, -0.03, 0.01], [0.02, 0.02, -0.03], [-0.01, 0.07, -0.09], [0.00, -0.03, 0.02], [0.09, 0.05, -0.03], [-0.04, 0.03, 0.02], [-0.02, 0.01, 0.01], [-0.03, -0.07, -0.05], [0.00, 0.00, -0.01], [-0.05, 0.00, 0.00], [0.02, -0.01, -0.07], [-0.02, -0.01, 0.02], [0.01, 0.02, 0.00], [0.00, 0.01, 0.00], [0.00, -0.01, 0.00], [-0.01, 0.02, 0.03], [0.07, -0.03, -0.05], [0.00, -0.01, 0.00], [-0.01, 0.00, -0.01], [0.00, 0.00, 0.00], [0.00, 0.00, 0.00], [0.00, 0.01, 0.00], [0.00, 0.00, 0.00], [0.01, 0.00, 0.01], [0.01, -0.01, -0.01], [0.01, 0.00, -0.03], [0.00, -0.06, 0.05], [0.00, 0.03, 0.00], [-0.08, 0.00, 0.01], [0.00, 0.00, 0.01], [-0.01, 0.01, 0.00], [-0.01, 0.02, 0.03], [0.00, 0.00, 0.00], [0.00, 0.02, 0.01], [0.06, -0.01, 0.12], [-0.02, 0.03, 0.02], [0.04, -0.01, 0.00], [0.01, 0.03, 0.02], [0.01, -0.01, -0.02], [0.00, 0.00, 0.00], [0.00, -0.01, 0.04], [-0.03, -0.03, -0.02], [-0.01, 0.00, -0.01], [0.00, 0.00, 0.01], [-0.01, 0.00, -0.01], [0.00, 0.00, -0.02], [0.00, 0.00, 0.00], [-0.01, -0.01, 0.00], [0.07, 0.03, -0.03], [0.00, -0.01, 0.02], [-0.01, 0.00, -0.01], [0.00, 0.00, 0.00], [0.00, 0.00, 0.03], [0.00, -0.01, -0.01], [0.00, 0.00, 0.00], [0.00, 0.00, 0.00], [-0.01, 0.00, 0.00], [0.00, 0.00, -0.01], [-0.01, 0.00, 0.05], [0.02, 0.00, -0.04], [-0.02, -0.01, -0.01], [-0.01, 0.00, 0.00], [0.01, 0.00, 0.00], [-0.01, 0.00, 0.00], [-0.01, 0.00, 0.01], [0.01, 0.00, 0.01], [0.00, 0.01, 0.00], [0.00, 0.00, 0.00], [0.00, -0.01, 0.00], [0.01, 0.01, -0.01], [0.00, 0.00, 0.00], [0.01, 0.02, 0.01], [0.00, 0.00, -0.01], [-0.09, -0.02, -0.04], [0.00, 0.01, 0.00], [-0.01, 0.00, 0.01], [-0.01, -0.02, 0.01], [0.01, 0.00, -0.01], [0.00, 0.02, 0.00], [0.00, 0.00, 0.00], [0.00, 0.00, 0.00], [0.00, 0.01, 0.00]], "largest_force_ev_per_a": 0.69, "total_charge": -2, "energy_ha": -5543.7594, "molar_mass_g_mol": 1099.8}

# 2
{"formula": "C6H7O6Sn", "method": "the ωB97M-V functional and the def2-TZVPD basis", "elements": ["O", "O", "C", "C", "O", "C", "H", "H", "H", "H", "Sn", "O", "O", "C", "C", "O", "C", "H", "H", "H"], "positions_angstrom": [[0.171, -1.440, -0.264], [1.267, -0.891, -2.212], [0.252, -0.992, -3.196], [-0.608, 0.230, -2.901], [-0.507, 0.352, -1.484], [0.684, -0.479, -1.012], [0.720, -0.968, -4.186], [-0.313, -1.929, -3.080], [-1.657, 0.104, -3.192], [-0.197, 1.134, -3.372], [-1.429, -0.466, 0.104], [-1.984, -0.038, 2.014], [-0.104, 0.825, 1.430], [1.168, 0.991, 1.019], [1.652, 0.470, -0.283], [-0.645, 0.909, 3.600], [-0.986, 0.591, 2.485], [1.784, 1.374, 1.832], [1.900, 1.293, -0.973], [2.589, -0.080, -0.120]], "forces_ev_per_a": [[2.74, -1.41, -0.12], [0.15, 0.14, 0.38], [-0.25, -0.24, -0.15], [-0.11, 0.10, -0.60], [2.57, 1.75, -2.15], [2.30, 0.43, -1.13], [-0.09, 0.03, 0.28], [0.11, 0.23, 0.00], [0.14, 0.01, 0.19], [-0.13, -0.21, 0.22], [-7.99, -1.63, 0.45], [-0.06, 0.87, 2.36], [-0.87, -0.22, -3.95], [1.28, 0.77, 2.12], [-0.01, -0.08, -0.39], [-0.51, 0.04, -0.93], [0.73, -0.26, 3.88], [0.32, -0.13, -0.55], [-0.10, -0.17, 0.12], [-0.20, -0.01, -0.05]], "spin_multiplicity": 2, "largest_force_ev_per_a": 8.17, "total_charge": 0, "energy_ha": -898.4599, "molar_mass_g_mol": 293.8}

# 3
{"formula": "C3H9O2", "method": "the ωB97M-V functional and the def2-TZVPD basis", "elements": ["C", "O", "H", "H", "H", "C", "O", "C", "H", "H", "H", "H", "H", "H"], "positions_angstrom": [[-0.778, 2.169, -1.785], [-0.086, 1.308, -2.525], [-0.211, 3.015, -1.388], [-1.228, 1.690, -0.886], [-1.805, 2.428, -2.320], [0.728, -0.753, 1.514], [1.068, -1.883, 2.290], [-0.013, -1.202, 0.245], [1.610, -0.216, 1.118], [0.129, -0.060, 2.120], [1.512, -2.456, 1.652], [0.477, -1.927, -0.374], [-0.474, -0.377, -0.287], [-0.927, -1.736, 0.627]], "forces_ev_per_a": [[-2.18, 0.56, 0.08], [0.23, -0.48, -0.22], [-0.13, 0.36, -0.39], [0.20, -0.36, -0.19], [1.87, -0.02, 0.71], [0.23, 0.27, -1.59], [0.31, 0.11, -0.19], [-2.70, -0.24, 2.01], [0.08, 0.00, 0.75], [0.14, -0.33, -0.15], [0.02, -0.24, 0.46], [0.71, 0.05, -0.45], [0.55, 0.19, -0.49], [0.67, 0.16, -0.34]], "spin_multiplicity": 2, "de_lowest_kcal_mol": 20.6, "largest_force_ev_per_a": 3.38, "total_charge": 0, "energy_ha": -270.0587, "molar_mass_g_mol": 77.1}

# 4
{"formula": "C4H15NO2", "method": "the ωB97M-V functional and the def2-TZVPD basis", "elements": ["C", "C", "C", "N", "C", "H", "H", "H", "H", "H", "H", "H", "H", "H", "H", "H", "O", "H", "H", "O", "H", "H"], "positions_angstrom": [[0.837, 1.498, -1.133], [1.404, 0.026, -1.229], [0.714, -0.712, -0.014], [-0.510, -1.553, -0.413], [-1.451, -0.653, -1.152], [1.378, 2.210, -0.658], [0.954, 1.953, -2.186], [-0.148, 1.596, -0.776], [1.195, -0.236, -2.322], [2.461, 0.036, -1.165], [1.356, -1.541, 0.377], [0.499, -0.178, 0.899], [-0.344, -2.235, -1.143], [-1.566, 0.231, -0.452], [-1.042, -0.195, -2.067], [-2.413, -1.190, -1.300], [-0.962, -5.015, 0.656], [-0.875, -4.504, -0.035], [-1.813, -5.255, 0.618], [-0.265, 5.394, 4.461], [0.516, 5.672, 3.993], [0.075, 4.649, 5.041]], "forces_ev_per_a": [[0.92, -1.00, -4.48], [-2.42, 2.05, 0.56], [0.65, -4.59, -2.02], [-0.56, 2.31, -0.65], [-0.17, 0.75, 1.98], [2.18, 1.61, 2.37], [-0.89, -0.65, 1.17], [-1.21, -0.18, 0.07], [-0.20, -0.73, 1.87], [1.06, -0.01, 0.40], [0.11, 0.74, -0.37], [-0.39, 0.92, -0.33], [1.22, -0.31, 0.34], [-0.63, -0.99, -0.81], [-0.24, -0.52, -0.05], [0.59, 0.59, -0.11], [3.75, -2.80, 5.40], [1.22, 4.49, -5.55], [-4.97, -1.68, 0.22], [0.30, -1.61, 1.37], [0.43, 0.26, -0.35], [-0.73, 1.35, -1.02]], "de_lowest_kcal_mol": 73.0, "largest_force_ev_per_a": 7.24, "total_charge": 0, "smiles": "CCCNC.O.O", "energy_ha": -366.5349, "molar_mass_g_mol": 109.2}

# 5
{"formula": "C5H12O2", "method": "the ωB97M-V functional and the def2-TZVPD basis", "elements": ["C", "O", "C", "C", "C", "C", "O", "H", "H", "H", "H", "H", "H", "H", "H", "H", "H", "H", "H"], "positions_angstrom": [[-0.142, -1.359, 2.331], [-0.344, -0.874, 0.673], [0.505, 0.192, 0.143], [1.959, -0.246, 0.148], [-0.005, 0.599, -1.234], [-1.474, 1.024, -1.263], [-2.367, -0.056, -1.122], [0.542, -0.534, 2.622], [-0.091, -1.720, 0.273], [-1.130, -0.974, 2.653], [0.341, 0.999, 0.864], [2.125, -1.040, -0.591], [2.249, -0.620, 1.134], [2.606, 0.596, -0.118], [0.137, -0.230, -1.940], [0.624, 1.428, -1.584], [-1.648, 1.797, -0.495], [-1.698, 1.477, -2.233], [-2.188, -0.461, -0.262]], "forces_ev_per_a": [[-0.12, 0.47, -0.05], [0.11, -0.32, 0.09], [0.09, 0.17, 0.02], [0.02, -0.01, 0.00], [0.01, -0.05, -0.02], [0.24, 0.33, -0.11], [-0.06, -0.14, 0.23], [-0.08, -0.21, -0.05], [-0.05, 0.12, 0.03], [0.17, -0.14, -0.05], [0.03, -0.06, -0.11], [-0.04, 0.09, 0.09], [-0.03, 0.07, -0.15], [-0.11, -0.11, 0.04], [0.00, 0.09, 0.08], [-0.10, -0.10, 0.06], [-0.01, -0.14, -0.10], [0.04, -0.05, 0.13], [-0.12, 0.01, -0.17]], "de_lowest_kcal_mol": 108.0, "largest_force_ev_per_a": 0.49, "total_charge": 0, "energy_ha": -348.0328, "molar_mass_g_mol": 104.1}

# 6
{"formula": "C4H10N2O2", "method": "the ωB97M-V functional and the def2-TZVPD basis", "elements": ["C", "C", "C", "C", "H", "H", "H", "H", "H", "H", "H", "H", "H", "H", "N", "N", "O", "O"], "positions_angstrom": [[0.888, -1.014, 1.475], [1.296, -0.755, 0.089], [-0.569, 0.976, 0.027], [-1.573, 0.052, -0.430], [1.247, -1.994, 1.977], [1.425, -0.135, 1.901], [-0.192, -0.881, 1.961], [2.208, -1.029, -1.441], [1.601, 1.992, -1.227], [-0.637, 1.945, -0.764], [-0.722, 1.014, 1.105], [-2.095, 0.463, -1.598], [-0.807, -1.046, -0.252], [-3.536, 0.646, -0.538], [1.826, -1.547, -0.620], [0.875, 0.487, -0.292], [1.545, 0.756, -1.607], [-2.780, 0.070, 0.232]], "forces_ev_per_a": [[-0.78, -0.53, 4.43], [-5.17, 2.27, 3.12], [2.87, 2.90, -3.55], [-0.47, -2.67, -4.92], [-0.22, 1.67, -1.34], [-0.13, -0.80, 0.78], [1.92, -0.24, -1.91], [-0.66, -1.03, 0.27], [0.22, -5.53, -2.48], [0.22, -1.79, 3.17], [0.56, 1.11, 0.01], [3.19, -2.18, 2.39], [-3.59, 2.33, -1.27], [3.49, -2.91, 4.32], [4.98, -3.97, -4.22], [0.20, 2.05, -0.22], [-1.98, 6.84, 3.40], [-4.62, 2.48, -1.99]], "de_lowest_kcal_mol": 249.7, "largest_force_ev_per_a": 7.89, "total_charge": 0, "energy_ha": -418.0631, "molar_mass_g_mol": 118.1}